--- P ---
The following is a quantum chemistry calculation of C6H10N2S in the gas phase, from the OMol25 dataset.

Properties
Kohn-Sham gap (alpha / beta), eV: 6.43 / 6.90
2S+1: 1
LUMO energy (alpha / beta), eV: -0.55 / -0.29

```
19
Properties=species:S:1:pos:R:3:nbo_charge:R:1
C 0.122 -0.330 0.328 0.03
C -1.210 -0.499 0.517 -0.08
C 1.832 0.541 -1.137 -0.22
C -0.158 2.085 -2.176 -0.12
C 1.169 -1.087 1.136 -0.63
C -1.888 -1.260 1.656 -0.66
N 0.601 0.511 -0.678 -0.10
N -0.158 1.559 -1.039 -0.18
S -2.234 0.196 -0.648 -0.17
H 2.662 0.004 -0.651 0.21
H 2.059 1.231 -1.875 0.20
H 0.242 1.548 -3.040 0.17
H -0.637 3.043 -2.111 0.21
H 0.572 -1.487 1.966 0.24
H 1.840 -0.400 1.538 0.21
H 1.543 -1.624 0.374 0.21
H -1.442 -2.157 1.867 0.21
H -2.863 -1.303 1.443 0.24
H -2.052 -0.571 2.530 0.23
```

***

--- Q ---
The following is a quantum chemistry calculation of C6H10N2S in the gas phase, from the OMol25 dataset.

Properties
SMILES: S[C@H]1CN2C=CCN2C1
Kohn-Sham gap, eV: 8.27
2S+1: 1
LUMO energy, eV: 0.76

```
19
Properties=species:S:1:pos:R:3:nbo_charge:R:1
S -2.456 -0.521 -1.982 -0.07
C -0.746 -0.984 -1.335 -0.33
C 0.320 0.134 -1.641 -0.24
N 1.317 -0.002 -0.444 -0.26
C 1.796 1.195 0.023 -0.01
C 1.484 1.449 1.301 -0.29
C 0.560 0.316 1.796 -0.24
N 0.614 -0.581 0.657 -0.29
C -0.698 -0.952 0.197 -0.24
H -2.098 0.626 -2.820 0.14
H -0.422 -1.958 -1.887 0.24
H 0.754 -0.004 -2.658 0.22
H -0.264 0.993 -1.569 0.19
H 2.069 1.988 -0.625 0.21
H 1.947 2.022 1.997 0.21
H 0.778 -0.261 2.672 0.21
H -0.525 0.678 1.754 0.16
H -1.406 -0.070 0.627 0.17
H -1.108 -1.884 0.756 0.22
```

***

Bottom line: Q, by a margin of 150.0 kJ/mol.